[1]
BrH8O4 | ωB97M-V with the def2-TZVPD basis set

Calculated values
E_tot	-2879.89316	Eh
highest occupied orbital energy	-5.23	eV
maximum force	0.62	eV Å⁻¹
total charge	-1

Geometry (Å):
Br  0.6402  -0.2398  -0.2808
O  4.0536  0.2738  -1.1333
H  3.2663  -0.1079  -0.7028
H  4.7868  0.0231  -0.5627
O  -2.1089  1.7378  -1.0514
H  -2.5704  1.7743  -0.2069
H  -1.4402  1.0374  -0.9225
O  -1.7106  -2.5542  -0.5599
H  -1.1619  -1.7437  -0.4180
H  -1.0577  -3.2520  -0.6560
O  -0.9662  1.4031  2.2433
H  -1.1934  0.6480  2.7937
H  -0.5377  1.0001  1.4572

=====

[2]
BrHN2 | ωB97M-V with the def2-TZVPD basis set

Calculated values
E_tot	-2683.80404	Eh
highest occupied orbital energy (alpha / beta)	-9.10 / -9.05	eV
maximum force	2.84	eV Å⁻¹

Geometry (Å):
N  0.2968  1.3650  -0.6430
N  0.6973  -0.9596  0.3759
Br  -0.5644  -1.3454  1.4813
H  -0.4297  0.9400  -1.2142